# 1
48
Properties=species:S:1:pos:R:3:nbo_charge:R:1 method="wB97M-V/def2-TZVPD" relative_energy_kcal_mol=6.7 energy_ha=-1546.41260 charge=0 max_force_ev_per_a=1.16 homo_lumo_gap_ev=9.40 e_lumo_ev=0.556
N -0.120 -3.734 1.251 -0.362
C -0.259 -2.670 0.838 0.405
N -0.453 -1.465 0.357 -0.694
C -1.710 -0.963 -0.053 0.611
N -1.906 0.151 -0.606 -0.528
C -0.899 1.121 -0.922 -0.230
C -1.111 2.373 -0.061 -0.401
C -0.163 3.525 -0.411 -0.397
C 1.149 3.590 0.379 -0.391
C 2.128 2.436 0.127 -0.444
C 1.962 1.284 1.130 -0.070
O 2.080 -0.003 0.539 -0.555
C 3.312 -0.527 0.258 0.377
C 4.518 0.142 0.425 -0.313
C 5.710 -0.488 0.110 -0.194
C 5.701 -1.783 -0.375 -0.068
Cl 7.192 -2.561 -0.773 0.008
C 4.503 -2.462 -0.544 -0.205
C 3.316 -1.835 -0.227 -0.256
N -2.730 -1.839 0.214 -0.587
C -4.080 -1.719 -0.056 0.192
C -4.662 -0.604 -0.657 -0.300
C -6.029 -0.615 -0.867 0.052
N -6.827 -1.616 -0.533 -0.442
C -6.271 -2.672 0.037 0.045
C -4.918 -2.780 0.298 -0.291
H 0.364 -0.866 0.280 0.460
H 0.126 0.748 -0.822 0.161
H -1.055 1.393 -1.972 0.202
H -2.142 2.694 -0.220 0.218
H -1.020 2.114 0.996 0.192
H -0.687 4.466 -0.227 0.213
H 0.066 3.488 -1.479 0.197
H 0.929 3.651 1.447 0.196
H 1.643 4.523 0.099 0.213
H 1.984 2.049 -0.883 0.217
H 3.149 2.819 0.178 0.210
H 2.664 1.379 1.965 0.190
H 0.951 1.291 1.542 0.194
H 4.550 1.152 0.799 0.222
H 6.644 0.035 0.241 0.229
H 4.500 -3.473 -0.916 0.234
H 2.381 -2.360 -0.342 0.222
H -2.454 -2.712 0.648 0.411
H -4.048 0.231 -0.945 0.261
H -6.518 0.232 -1.332 0.191
H -6.948 -3.475 0.298 0.193
H -4.514 -3.666 0.766 0.213

# 2
141
Properties=species:S:1:pos:R:3:lowdin_charge:R:1 method="wB97M-V/def2-TZVPD" energy_ha=-4587.00185 charge=-1 max_force_ev_per_a=0.98 homo_lumo_gap_ev=4.44 e_lumo_ev=-0.783
C -3.517 -1.498 -2.024 -0.162
O -2.152 -1.311 -2.262 -0.285
C -1.482 -2.445 -2.831 -0.285
Al 0.452 -2.554 -2.348 -0.195
N 1.143 -4.099 -3.134 -0.063
I 0.394 -2.889 0.284 0.339
O 1.400 -1.116 -2.743 -0.227
C 2.353 -0.701 -1.778 -0.330
C 3.472 0.146 -2.393 -0.192
N 4.748 -0.573 -2.365 -0.055
C 5.927 0.251 -2.548 -0.195
C 6.595 0.625 -1.215 -0.423
C 7.562 -0.449 -0.735 -0.059
O 5.575 0.866 -0.242 -0.050
H -3.838 -0.796 -1.251 0.077
H -3.736 -2.515 -1.673 0.079
H -4.128 -1.313 -2.923 0.072
H -1.944 -3.371 -2.446 0.050
H -1.641 -2.469 -3.922 0.059
H 2.096 -4.230 -2.798 -0.052
H 0.626 -4.890 -2.748 -0.021
H 1.855 -0.131 -0.983 0.087
H 2.847 -1.558 -1.305 0.074
H 3.194 0.451 -3.412 0.119
H 3.612 1.041 -1.788 0.086
H 4.725 -1.339 -3.023 0.091
H 6.656 -0.323 -3.129 0.116
H 5.707 1.170 -3.109 0.114
H 7.145 1.565 -1.364 0.131
H 7.157 -1.448 -0.912 0.074
H 7.733 -0.350 0.341 0.071
H 8.534 -0.366 -1.229 0.073
H 5.964 1.382 0.470 0.083
C 2.783 4.177 1.444 0.017
C 3.777 4.278 0.564 0.024
C 3.547 4.061 -0.885 -0.386
O 4.442 4.202 -1.691 0.095
C 2.177 3.671 -1.310 0.019
C 1.187 3.558 -0.427 0.027
C 1.409 3.821 1.018 -0.391
O 0.502 3.731 1.821 0.092
H 2.941 4.335 2.503 0.107
H 4.781 4.526 0.883 0.089
H 2.038 3.483 -2.367 0.124
H 0.183 3.268 -0.712 0.125
C 7.782 7.322 2.946 0.023
C 8.480 7.685 4.019 0.021
C 8.386 6.938 5.297 -0.390
O 9.023 7.275 6.273 0.097
C 7.480 5.763 5.339 0.019
C 6.782 5.390 4.270 0.029
C 6.886 6.139 2.991 -0.363
O 6.263 5.785 2.013 0.104
H 7.838 7.851 2.005 0.094
H 9.147 8.539 4.015 0.120
H 7.425 5.237 6.284 0.121
H 6.113 4.537 4.274 0.123
C 5.751 -5.477 -1.644 0.030
C 6.121 -6.754 -1.620 0.014
C 5.674 -7.706 -2.667 -0.393
O 6.018 -8.871 -2.644 0.088
C 4.789 -7.184 -3.737 0.015
C 4.416 -5.908 -3.765 0.028
C 4.878 -4.952 -2.726 -0.375
O 4.544 -3.790 -2.754 0.112
H 6.056 -4.760 -0.892 0.122
H 6.758 -7.164 -0.846 0.117
H 4.466 -7.903 -4.479 0.119
H 3.756 -5.500 -4.522 0.123
C -8.143 0.098 -3.493 0.024
C -8.828 0.338 -4.607 0.013
C -8.312 1.275 -5.635 -0.388
O -8.941 1.507 -6.648 0.092
C -7.002 1.925 -5.381 0.014
C -6.318 1.685 -4.266 0.026
C -6.839 0.756 -3.229 -0.381
O -6.220 0.546 -2.210 0.110
H -8.502 -0.580 -2.729 0.117
H -9.779 -0.128 -4.814 0.101
H -6.645 2.598 -6.151 0.118
H -5.359 2.142 -4.054 0.125
C 11.443 9.135 0.003 0.022
C 12.685 8.952 -0.435 0.021
C 13.148 7.621 -0.907 -0.386
O 14.281 7.457 -1.304 0.108
C 12.170 6.504 -0.874 0.023
C 10.928 6.686 -0.436 0.028
C 10.470 8.016 0.037 -0.369
O 9.337 8.179 0.439 0.092
H 11.081 10.094 0.352 0.121
H 13.416 9.750 -0.472 0.121
H 12.530 5.545 -1.226 0.123
H 10.194 5.891 -0.404 0.127
C 1.708 0.825 3.452 0.035
C 0.894 -0.200 3.706 0.036
C 0.690 -0.695 5.090 -0.381
O -0.044 -1.627 5.337 0.106
C 1.414 0.003 6.184 0.015
C 2.215 1.032 5.931 0.011
C 2.428 1.522 4.545 -0.376
O 3.158 2.474 4.349 0.078
H 1.873 1.197 2.450 0.117
H 0.351 -0.717 2.924 0.086
H 1.242 -0.373 7.184 0.117
H 2.748 1.562 6.710 0.115
C -14.014 0.825 -1.522 0.018
C -12.847 0.625 -2.126 0.028
C -12.405 -0.742 -2.506 -0.367
O -11.336 -0.919 -3.051 0.101
C -13.308 -1.872 -2.187 0.017
C -14.475 -1.671 -1.584 0.006
C -14.919 -0.310 -1.203 -0.398
O -15.975 -0.125 -0.634 0.095
H -14.362 1.809 -1.231 0.121
H -12.166 1.431 -2.369 0.124
H -12.953 -2.857 -2.461 0.126
H -15.146 -2.481 -1.329 0.124
C -2.508 -8.580 2.551 0.006
C -2.559 -7.957 1.378 0.017
C -1.866 -6.656 1.157 -0.379
O -1.928 -6.103 0.085 0.104
C -1.109 -6.082 2.306 0.024
C -1.066 -6.715 3.477 0.014
C -1.756 -8.006 3.694 -0.397
O -1.714 -8.582 4.763 0.083
H -3.004 -9.525 2.734 0.115
H -3.100 -8.354 0.528 0.118
H -0.599 -5.137 2.146 0.046
H -0.525 -6.319 4.328 0.120
C -12.203 -3.837 2.849 0.023
C -12.214 -3.542 4.146 0.023
C -12.800 -2.271 4.642 -0.385
O -12.816 -2.004 5.824 0.109
C -13.371 -1.340 3.635 0.026
C -13.359 -1.634 2.338 0.028
C -12.777 -2.908 1.843 -0.373
O -12.773 -3.179 0.661 0.101
H -11.780 -4.755 2.461 0.123
H -11.801 -4.202 4.898 0.123
H -13.793 -0.421 4.021 0.123
H -13.774 -0.973 1.588 0.113

# 3
171
Properties=species:S:1:pos:R:3:lowdin_charge:R:1 method="wB97M-V/def2-TZVPD" relative_energy_kcal_mol=91.4 smiles=COC[C@H](C)N.COC[C@H](C)N.COC[C@H](C)N.COCCNCCOC.COCCNCCOC.COCCNCCOC.COCCNCCOC.COCCNCCOC energy_ha=-3080.77840 charge=0 max_force_ev_per_a=3.19 homo_lumo_gap_ev=8.41 e_lumo_ev=0.405
C -2.462 0.002 -2.387 -0.145
O -3.530 0.402 -3.205 -0.179
C -4.822 0.090 -2.567 -0.143
C -5.904 0.689 -3.462 -0.491
C -5.832 2.149 -3.600 -0.065
N -7.217 0.303 -3.045 0.049
H -2.388 0.527 -1.435 0.075
H -1.549 0.439 -2.789 0.071
H -2.363 -1.084 -2.376 0.086
H -4.953 -0.985 -2.447 0.124
H -4.813 0.467 -1.544 0.107
H -5.658 0.265 -4.435 0.137
H -4.875 2.479 -4.002 0.085
H -5.933 2.655 -2.640 0.064
H -6.606 2.502 -4.282 0.085
H -7.918 0.723 -3.638 0.072
H -7.350 -0.662 -3.313 0.075
C -0.207 3.793 -2.444 -0.090
O 0.534 3.709 -1.246 -0.238
C 1.333 4.868 -1.034 -0.161
C 1.862 4.830 0.438 -0.419
C 0.776 5.028 1.513 -0.070
N 2.818 5.896 0.719 0.022
H 0.507 3.684 -3.260 0.093
H -0.832 4.670 -2.613 0.092
H -0.903 2.959 -2.355 0.084
H 2.153 4.964 -1.745 0.119
H 0.709 5.756 -1.128 0.125
H 2.316 3.881 0.722 0.116
H 0.023 4.277 1.274 0.064
H 0.230 5.953 1.326 0.074
H 1.096 5.147 2.548 0.080
H 3.557 5.799 0.038 0.057
H 3.376 5.744 1.547 0.072
C 1.030 0.135 3.392 -0.085
O 0.332 0.266 2.154 -0.224
C 1.206 0.616 1.072 -0.153
C 0.401 0.312 -0.230 -0.386
C 0.319 -1.222 -0.499 -0.033
N 1.063 0.933 -1.329 0.062
H 0.280 -0.152 4.130 0.083
H 1.387 1.144 3.601 0.081
H 1.892 -0.525 3.293 0.083
H 1.463 1.668 1.196 0.118
H 2.163 0.095 1.055 0.095
H -0.596 0.754 -0.208 0.119
H -0.467 -1.567 -1.171 0.062
H 0.073 -1.689 0.454 0.049
H 1.265 -1.578 -0.907 0.050
H 2.059 0.863 -1.176 0.030
H 1.015 1.941 -1.343 0.033
C 3.410 1.014 5.695 -0.119
O 4.067 1.160 4.424 -0.188
C 4.934 0.069 4.151 -0.230
C 5.667 0.082 2.799 -0.209
N 4.684 -0.245 1.794 -0.043
C 5.364 -0.222 0.503 -0.214
C 4.479 -0.334 -0.744 -0.176
O 3.853 0.942 -0.897 -0.266
C 4.639 1.964 -1.595 -0.038
H 2.848 0.087 5.807 0.079
H 2.641 1.780 5.800 0.085
H 3.953 1.058 6.639 0.084
H 4.437 -0.897 4.243 0.118
H 5.660 0.150 4.960 0.117
H 6.543 -0.561 2.880 0.127
H 6.050 1.093 2.659 0.118
H 3.940 0.437 1.835 0.088
H 6.059 -1.062 0.504 0.122
H 6.019 0.643 0.403 0.105
H 3.766 -1.118 -0.489 0.109
H 4.995 -0.552 -1.679 0.107
H 5.267 2.426 -0.834 0.082
H 3.943 2.671 -2.046 0.086
H 5.243 1.462 -2.351 0.076
C 4.151 -9.171 -3.139 -0.134
O 4.376 -7.834 -3.389 -0.191
C 3.428 -7.189 -4.246 -0.222
C 3.416 -5.730 -4.096 -0.238
N 3.247 -5.237 -2.752 -0.048
C 1.995 -5.711 -2.185 -0.178
C 1.820 -4.829 -0.892 -0.260
O 2.699 -5.100 0.140 -0.164
C 2.606 -4.079 1.169 -0.069
H 4.926 -9.497 -2.446 0.092
H 4.395 -9.685 -4.069 0.084
H 3.146 -9.441 -2.815 0.089
H 2.456 -7.621 -4.006 0.111
H 3.680 -7.509 -5.257 0.128
H 2.725 -5.214 -4.763 0.125
H 4.380 -5.319 -4.398 0.121
H 4.003 -5.647 -2.222 0.111
H 1.814 -6.761 -1.954 0.116
H 1.210 -5.353 -2.852 0.117
H 0.794 -4.978 -0.554 0.115
H 1.877 -3.790 -1.216 0.082
H 3.096 -3.178 0.799 0.072
H 3.112 -4.334 2.101 0.084
H 1.587 -3.860 1.488 0.073
C 2.548 2.765 -7.669 -0.134
O 2.545 1.633 -6.846 -0.183
C 3.601 1.649 -5.857 -0.221
C 3.412 0.580 -4.821 -0.202
N 3.531 -0.817 -5.363 -0.021
C 3.482 -1.830 -4.308 -0.174
C 2.003 -2.017 -3.834 -0.230
O 1.206 -2.241 -4.979 -0.183
C -0.201 -2.140 -4.651 -0.068
H 2.256 3.664 -7.127 0.082
H 1.952 2.710 -8.580 0.085
H 3.561 2.876 -8.056 0.081
H 3.520 2.549 -5.248 0.116
H 4.565 1.488 -6.339 0.126
H 2.465 0.876 -4.370 0.118
H 4.223 0.765 -4.117 0.094
H 2.657 -0.967 -5.848 0.087
H 4.084 -1.536 -3.449 0.093
H 3.832 -2.804 -4.652 0.097
H 1.773 -1.163 -3.197 0.092
H 1.954 -2.849 -3.132 0.085
H -0.407 -3.005 -4.020 0.083
H -0.837 -2.174 -5.536 0.087
H -0.529 -1.221 -4.165 0.068
C -3.366 5.695 4.618 -0.130
O -3.217 4.316 4.786 -0.183
C -2.862 3.636 3.578 -0.205
C -2.305 2.278 4.001 -0.217
N -3.261 1.585 4.805 -0.028
C -2.732 0.455 5.622 -0.195
C -3.751 -0.092 6.549 -0.236
O -4.355 0.959 7.320 -0.186
C -5.482 0.462 8.068 -0.105
H -2.430 6.213 4.410 0.081
H -3.706 6.051 5.591 0.088
H -4.114 5.894 3.850 0.085
H -2.245 4.195 2.875 0.106
H -3.770 3.529 2.985 0.104
H -1.419 2.450 4.612 0.119
H -1.953 1.736 3.124 0.098
H -3.864 1.060 4.188 0.056
H -1.843 0.747 6.182 0.119
H -2.398 -0.343 4.960 0.097
H -3.324 -0.809 7.250 0.119
H -4.556 -0.618 6.037 0.107
H -5.858 1.312 8.639 0.082
H -5.262 -0.323 8.792 0.081
H -6.266 0.192 7.360 0.080
C -6.232 2.329 0.216 -0.116
O -6.202 1.083 0.879 -0.186
C -6.346 1.226 2.276 -0.237
C -6.153 -0.168 2.782 -0.196
N -4.725 -0.479 3.078 -0.026
C -3.919 -0.445 1.802 -0.164
C -2.514 -1.023 2.010 -0.181
O -2.767 -2.368 2.484 -0.191
C -1.617 -3.111 2.644 -0.129
H -7.065 2.962 0.521 0.095
H -6.469 2.159 -0.835 0.045
H -5.316 2.894 0.042 0.089
H -7.327 1.489 2.673 0.125
H -5.610 1.865 2.765 0.116
H -6.623 -0.806 2.033 0.119
H -6.823 -0.357 3.621 0.112
H -4.589 -1.437 3.367 0.097
H -3.881 0.550 1.358 0.111
H -4.319 -1.116 1.043 0.118
H -1.897 -0.467 2.716 0.084
H -1.945 -0.995 1.081 0.100
H -0.844 -2.647 3.257 0.089
H -1.181 -3.311 1.665 0.071
H -1.954 -4.098 2.961 0.095

# 4
94
Properties=species:S:1:pos:R:3:lowdin_charge:R:1 method="wB97M-V/def2-TZVPD" relative_energy_kcal_mol=107.3 energy_ha=-8073.59794 charge=+2 max_force_ev_per_a=3.03 homo_lumo_gap_ev="5.39 / 5.06" e_lumo_ev="-7.626 / -7.798"
Pt -0.122 -0.734 -0.408 0.557
C 3.325 0.260 -1.971 -0.255
As 1.427 -0.095 -2.300 1.017
C 1.647 -1.561 -3.584 -0.249
C 0.801 1.480 -3.267 -0.414
C 1.712 2.520 -3.445 -0.092
C 1.352 3.667 -4.130 -0.035
C 0.072 3.791 -4.639 -0.036
C -0.847 2.777 -4.440 -0.093
C -0.497 1.623 -3.751 -0.369
As -1.944 0.331 -3.418 1.364
C -1.672 -0.901 -4.927 -0.208
C -3.573 1.221 -4.053 -0.214
H 3.469 1.088 -1.275 0.018
H 3.806 0.478 -2.929 0.053
H 3.790 -0.635 -1.553 0.030
H 1.941 -1.166 -4.558 0.050
H 0.735 -2.148 -3.673 0.008
H 2.441 -2.212 -3.211 0.040
H 2.711 2.446 -3.039 0.093
H 2.069 4.463 -4.255 0.121
H -0.226 4.683 -5.167 0.122
H -1.848 2.892 -4.832 0.097
H -1.892 -0.370 -5.854 0.052
H -2.359 -1.739 -4.827 0.049
H -0.655 -1.277 -4.980 0.008
H -3.524 1.318 -5.137 0.054
H -3.704 2.191 -3.581 0.038
H -4.421 0.594 -3.787 0.036
C 0.877 3.250 4.947 0.019
C 1.655 3.072 3.702 -0.226
C 2.947 3.506 3.514 0.074
C 3.570 3.277 2.270 -0.268
N 2.929 2.638 1.301 0.121
C 1.688 2.247 1.482 -0.705
S 0.850 1.609 0.145 0.672
N 1.050 2.433 2.674 0.150
C 4.945 3.729 1.974 0.000
H 1.372 3.947 5.615 0.100
H 0.770 2.298 5.468 0.105
H -0.125 3.619 4.728 0.104
H 3.469 4.022 4.302 0.134
H 0.082 2.146 2.766 0.125
H 5.351 4.335 2.777 0.091
H 4.954 4.294 1.043 0.102
H 5.587 2.864 1.813 0.104
O -4.066 -0.865 -1.969 -0.448
S -3.153 -1.172 -0.895 0.863
N -1.759 -1.422 -1.528 -0.491
F -5.352 2.477 0.706 0.208
C -4.647 1.622 -0.021 -0.576
F -4.782 1.942 -1.306 0.181
F -5.172 0.413 0.166 0.154
C -3.141 1.626 0.358 -0.275
O -2.466 0.621 -0.260 -0.308
C -3.004 1.451 1.889 -0.549
F -3.636 0.353 2.293 0.189
F -3.418 2.480 2.608 0.208
F -1.710 1.243 2.221 0.103
C -2.549 2.995 -0.086 -0.559
F -3.402 4.003 -0.023 0.210
F -1.502 3.333 0.678 0.122
F -2.109 2.906 -1.344 0.150
C 2.802 -2.414 0.786 -0.123
C 1.729 -3.420 1.199 -0.499
C 2.081 -4.068 2.534 -0.088
P 0.025 -2.646 1.096 0.991
C -0.617 -1.992 2.730 -0.523
C 0.362 -0.928 3.234 -0.135
C -0.952 -2.990 3.834 -0.089
C -1.094 -4.010 0.483 -0.531
C -0.813 -4.289 -0.994 -0.133
C -0.977 -5.310 1.274 -0.091
H 3.748 -2.927 0.626 0.092
H 2.958 -1.658 1.553 0.079
H 2.514 -1.912 -0.145 0.010
H 1.681 -4.196 0.426 0.103
H 2.181 -3.327 3.322 0.071
H 3.039 -4.575 2.435 0.095
H 1.348 -4.812 2.832 0.066
H -1.551 -1.492 2.432 0.087
H 1.242 -1.386 3.678 0.075
H -0.112 -0.319 4.002 0.082
H 0.676 -0.284 2.411 0.003
H -0.096 -3.599 4.103 0.068
H -1.783 -3.632 3.561 0.072
H -1.262 -2.440 4.721 0.091
H -2.110 -3.602 0.581 0.094
H 0.152 -4.768 -1.138 0.078
H -0.836 -3.370 -1.577 0.003
H -1.573 -4.960 -1.386 0.094
H -0.010 -5.779 1.118 0.081
H -1.735 -6.003 0.916 0.095
H -1.132 -5.172 2.338 0.056

# 5
6
Properties=species:S:1:pos:R:3:nbo_charge:R:1 method="wB97M-V/def2-TZVPD" relative_energy_kcal_mol=34.3 smiles="[SiH2]=S.[H][H]" energy_ha=-690.01571 charge=0 max_force_ev_per_a=1.62 homo_lumo_gap_ev=8.45 e_lumo_ev=-0.906
Si -0.655 -1.038 -0.066 0.983
S -1.460 0.770 -0.007 -0.595
H 0.284 -1.603 0.890 -0.188
H -0.923 -2.022 -1.108 -0.189
H 1.063 1.768 0.011 -0.003
H 1.691 2.125 0.280 -0.008

# 6
24
Properties=species:S:1:pos:R:3:nbo_charge:R:1 method="wB97M-V/def2-TZVPD" relative_energy_kcal_mol=15.8 smiles=CNC[C@@H](C)N.O.O energy_ha=-421.96626 charge=0 max_force_ev_per_a=1.41 homo_lumo_gap_ev=9.97 e_lumo_ev=0.733
C 0.465 2.558 0.089 -0.411
N 0.288 1.161 0.467 -0.645
C -0.586 0.422 -0.411 -0.215
C -0.924 -0.951 0.170 -0.061
C -1.875 -0.845 1.362 -0.649
N -1.446 -1.756 -0.956 -0.836
H 1.058 3.061 0.842 0.204
H 1.003 2.517 -0.867 0.200
H -0.501 3.029 -0.129 0.168
H 0.013 1.060 1.430 0.353
H -1.514 0.990 -0.626 0.154
H -0.080 0.238 -1.354 0.198
H 0.065 -1.334 0.436 0.181
H -2.755 -1.458 1.221 0.220
H -2.133 0.166 1.641 0.210
H -1.419 -1.233 2.266 0.217
H -2.341 -1.357 -1.231 0.352
H -1.626 -2.705 -0.655 0.360
O 1.976 -2.229 -1.770 -0.934
H 1.621 -1.855 -0.954 0.460
H 1.227 -2.144 -2.377 0.476
O 3.557 0.990 0.398 -0.935
H 2.978 0.382 -0.083 0.471
H 2.948 1.295 1.092 0.464